Record 1
C6H6O | ωB97M-V/def2-TZVPD

## Properties
energy relative to the best compared isomer or geometry (same formula, charge and spin) = 117.52 kcal/mol
LUMO level = 0.749 eV
HOMO energy = -8.4 eV
multiplicity = 1
calculated total energy = -307.276144 Ha

XYZ file:
```
13
Properties=species:S:1:pos:R:3:forces:R:3
C -2.6955 0.4686 -0.1119 -0.7 1.0 0.0
H -0.1462 0.0571 2.5503 0.0 -0.6 -0.1
H -1.0489 0.3288 -1.5972 -1.5 0.1 1.4
H 1.2559 0.6188 -1.4682 1.5 -0.3 2.3
H 2.7882 -0.0982 -0.7248 0.2 -0.2 -0.1
H 1.0518 -1.8802 -0.3146 0.1 -0.3 0.5
C 1.7923 0.2159 -0.4445 -0.5 1.7 -2.2
H 1.9134 1.0188 0.3196 -0.4 -0.4 -0.9
C 0.9179 -0.8619 0.0098 -3.2 0.7 3.2
C -0.4800 -0.3894 0.3687 -0.3 0.4 -1.3
O -3.7149 0.7700 0.3548 0.3 -0.5 -0.2
C -1.4946 0.2333 -0.5531 2.6 -1.1 -0.9
C -0.1396 -0.4816 1.6109 2.0 -0.5 -1.9
```
Forces are in eV/Å.

Record 2
C30H29F3InN9P | ωB97M-V/def2-TZVPD

## Properties
LUMO level = -2.589 eV
HOMO energy = -10.1 eV
total charge = +1
multiplicity = 1
calculated total energy = -2484.285921 Ha

XYZ file:
```
73
Properties=species:S:1:pos:R:3:forces:R:3
H 1.8846 -3.3013 0.7027 0.1 0.0 0.0
H 4.0208 -4.1886 -0.8036 0.0 0.0 0.0
C -8.2074 0.1979 -1.1515 0.0 0.0 0.0
H -10.0206 -2.4830 -2.1714 0.0 0.0 0.0
C -7.9697 -2.6074 -1.6154 0.0 -0.1 0.0
C 1.2781 -0.6038 3.3806 0.1 0.5 -0.7
C 0.5325 2.3776 -2.4932 -0.1 -0.1 0.1
H 5.0019 -1.8046 -3.1535 0.0 0.0 0.0
H 2.2363 -0.2546 3.7537 0.0 0.0 0.1
H -3.9684 1.0259 0.9317 0.0 0.0 0.0
F 1.5407 2.4727 2.7769 0.1 -0.3 0.0
H -7.8870 -3.6713 -1.7972 0.0 0.0 0.0
C -1.3314 -1.6031 0.2156 0.2 -0.1 0.0
N 2.4818 -1.3934 -0.0379 -0.2 0.2 0.2
H 0.0085 3.0367 -3.1634 0.0 0.0 0.0
C 5.0931 2.4860 1.9525 0.0 -0.1 0.1
H -0.5497 -2.3323 0.0413 0.0 0.0 -0.1
C 4.2482 1.3018 0.3136 0.3 0.1 0.0
C 2.7464 2.8417 -3.5410 0.1 0.1 -0.2
C -9.1545 -1.9340 -1.8265 0.0 -0.1 0.0
N 1.8841 2.1780 -2.5805 0.0 -0.1 0.2
C 3.4590 -1.0163 -0.8484 0.2 -0.2 -0.2
C 0.0977 1.6259 -1.4445 0.0 0.0 -0.1
N -5.5970 -2.1648 -0.8349 0.3 -0.1 0.0
C 0.0181 -0.0560 3.8892 0.0 0.0 0.2
N 3.7453 0.7935 1.4279 -0.5 0.1 -0.1
H 3.7660 2.4807 -3.4388 0.0 0.0 0.0
H 2.4048 2.6360 -4.5541 0.0 0.0 0.0
C 4.2594 1.5317 2.4544 0.2 0.1 0.1
C -1.9171 0.4242 1.1068 -0.2 -0.1 0.1
N -5.8034 0.0195 -0.4537 0.3 0.1 0.1
C -3.6107 -0.8889 0.0328 0.4 0.1 0.2
H -10.2226 -0.0724 -1.7880 0.0 0.0 0.0
H 5.4468 4.2238 -0.1978 0.0 0.0 0.0
C 5.3140 -2.1029 -2.1537 0.1 0.0 -0.2
H 6.0887 -1.4235 -1.8052 0.0 0.0 0.0
C 5.7699 3.1947 -0.3476 0.1 0.2 0.0
H 5.7280 -3.1055 -2.2046 0.0 0.0 0.1
H -1.6067 1.2997 1.6608 0.0 0.0 -0.1
N 1.1659 0.9748 -0.8986 0.0 0.2 0.7
N 5.0849 2.3288 0.5940 -0.2 -0.1 0.0
C -7.0010 -0.4660 -0.9190 -0.1 -0.4 -0.1
F 2.1219 3.0750 0.7813 0.1 0.0 0.0
C 1.0266 -2.0218 3.1463 0.1 -0.1 0.0
H 5.5229 2.8992 -1.3637 0.0 0.0 0.0
H -0.7840 -3.2264 3.3640 0.0 0.0 -0.1
C -9.2710 -0.5522 -1.6018 0.0 0.1 0.0
In 1.3029 0.2938 1.2964 0.0 -0.6 0.0
H 2.7284 3.9178 -3.3769 0.0 0.0 0.1
C -0.2795 -2.2727 3.4304 -0.1 0.1 0.1
C 2.5753 -2.7458 0.0917 0.0 -0.1 -0.1
H -2.8488 -2.7816 -0.6988 0.0 0.0 0.0
C -6.8950 -1.8503 -1.1598 -0.2 0.4 0.0
C -3.2294 0.2678 0.7193 -0.1 -0.1 -0.1
P 3.9260 0.6671 -1.3616 -0.3 0.1 0.3
H 5.6666 3.2603 2.4323 0.0 0.0 0.0
H -5.1971 -3.0858 -0.8499 0.0 0.0 0.0
C -2.6271 -1.8499 -0.1953 -0.2 0.0 0.0
N -0.9683 -0.4851 0.8401 0.4 0.4 -0.1
H 6.8478 3.1344 -0.2082 0.0 0.0 0.0
H -0.1104 0.9626 4.2234 0.0 0.0 0.0
C -0.9024 -1.0538 3.8928 0.0 -0.2 0.0
H -0.8963 1.5175 -1.0480 0.0 0.1 0.0
C 1.1517 3.4028 1.7713 0.1 0.6 0.1
F 0.0698 2.6206 1.2306 -0.3 -0.5 -0.1
H 1.7880 -2.7282 2.8505 0.0 0.0 0.0
C -4.9939 -1.0063 -0.4138 -0.5 0.1 -0.1
C 2.2407 1.3300 -1.5889 0.0 -0.2 -0.3
H -8.2871 1.2628 -0.9807 0.0 0.0 0.0
H -1.9395 -0.9785 4.1872 0.0 0.1 0.0
N 4.1788 -2.1000 -1.2447 -0.2 0.1 0.1
C 3.6229 -3.1990 -0.6593 0.0 0.0 0.1
H 4.0011 1.3479 3.4828 0.0 0.0 0.0
```
Forces are in eV/Å.

Record 3
C72H127CoN13O8 | ωB97M-V/def2-TZVPD

## Properties
LUMO level (alpha / beta) = 0.124 / 0.124 eV
HOMO energy (alpha / beta) = -7.3 / -7.4 eV
multiplicity = 4
<S²> = 3.759
calculated total energy = -5516.038736 Ha

XYZ file:
```
221
Properties=species:S:1:pos:R:3:forces:R:3
C -5.0243 5.0460 -1.5650 -0.3 -0.5 -0.8
C -2.8440 -3.3053 2.0814 2.0 -0.6 -4.8
H 3.7376 4.2755 -1.4785 -0.5 -0.7 0.6
C -4.5740 1.6025 0.3899 0.6 -0.3 -0.3
C -3.7081 0.2487 -4.7725 0.3 -0.6 0.2
C 2.0609 -0.1011 -6.4644 -0.3 0.9 0.2
C 3.2703 6.8449 -0.4525 -2.4 -0.8 1.1
C -2.9649 1.6011 -3.0387 -0.9 0.0 1.5
H 0.4301 0.9612 -1.0727 -0.3 0.3 0.0
C -7.5980 -1.3861 -0.8590 0.3 -1.2 0.0
C -3.1835 0.9814 0.6051 -0.9 0.8 0.6
H -2.6276 2.4752 2.0762 -0.3 -0.6 0.4
C 0.3668 -1.1340 -0.6793 0.5 -0.5 -1.1
O -1.0069 -1.2308 -0.9795 0.0 -0.1 0.4
H 5.2990 3.8774 -2.3608 -0.2 -0.1 1.0
H -2.3269 -6.8099 -2.0249 0.0 -0.5 -0.1
H 0.4141 -0.4662 5.4485 0.0 0.7 0.5
H 2.2587 4.2054 0.9518 -0.6 -0.6 0.0
H 3.3220 1.3786 1.1650 -0.4 0.3 0.5
H -3.8526 5.5321 0.1360 -0.1 0.2 -0.2
N 2.2398 6.5730 0.0110 1.4 0.6 -0.6
C 4.6495 4.6323 -1.8891 1.2 1.4 -1.3
H 3.1723 -2.6724 3.3691 -0.2 -0.5 -0.2
N 3.8985 3.1439 -5.1131 0.4 0.0 -0.1
H 2.1369 -0.9367 -4.5077 -0.2 -0.5 0.2
O -6.1662 -1.1419 -0.8631 -0.2 0.8 0.0
C -4.9329 7.3508 -0.3816 -0.2 -0.6 0.2
C -0.9844 -4.7840 -5.5410 0.3 0.0 -0.5
H -6.0035 7.6353 -0.3821 0.7 0.2 -0.2
H -0.2156 -2.7028 -3.9172 0.3 0.2 0.1
C -2.0907 -5.7477 -5.9437 -0.1 -1.8 0.6
C 2.4987 1.1341 -4.2540 1.3 -1.6 0.1
H -5.3086 -4.9291 3.7816 -0.2 0.1 -0.4
H 3.3166 -1.5113 -2.4177 1.0 -0.5 0.6
H 2.3139 4.3596 6.4243 -0.7 -0.7 0.1
H -1.0552 1.0102 -3.9420 0.3 -0.8 0.2
C -1.8880 -0.5163 7.2715 0.4 1.0 -0.2
N -1.5389 4.3510 -0.7114 -0.3 -0.8 0.7
H -4.4196 7.7740 0.4798 -0.3 0.2 0.2
H -2.9070 -4.0446 3.9981 0.1 -0.2 -0.1
H -0.1228 -6.1130 -2.5154 -0.3 -0.6 0.4
O 2.4970 1.6606 4.0211 -0.3 0.1 -0.4
H 5.1171 -1.1664 2.9458 -0.1 0.4 0.2
C -3.2274 -3.1866 3.4104 -0.6 0.1 2.0
H -7.5303 -2.7654 0.8393 0.0 -0.1 -0.4
H -4.7888 -2.6049 4.6755 -0.2 -0.4 -0.4
H 6.0800 -0.8516 -2.9012 0.4 0.1 -0.1
H -5.6701 -4.2238 2.1488 0.3 0.0 0.6
H -4.3796 7.7302 -1.2383 -0.3 0.1 -0.3
H 3.2111 -2.1542 5.0566 -0.3 -0.4 0.3
N -3.5028 0.0312 4.0031 0.5 0.3 -0.8
N -2.4298 -3.3566 0.9901 -1.1 0.2 2.3
C -1.9380 1.5812 -4.1529 -0.7 0.4 0.6
H 1.0697 -5.9602 -3.6949 1.4 0.0 -0.4
C 2.1025 2.0214 2.9417 1.2 0.1 -0.9
H -1.5736 2.5957 -4.3013 -0.4 0.1 -0.9
H 2.7254 0.9687 -3.1904 0.2 0.1 -0.4
H -0.2733 -6.9939 -4.1197 0.2 0.1 0.4
H -2.6015 1.7105 -2.0053 0.4 -0.1 -0.6
H -3.6540 2.4495 -3.1726 0.3 -0.1 -0.2
H 6.6412 -0.3178 0.0111 0.4 0.7 0.0
C 5.3944 1.0762 -0.8722 0.9 0.1 0.3
H -5.5453 5.4142 0.4368 0.1 0.3 -0.3
H 0.6554 6.0294 -1.9399 1.2 0.6 0.5
C -7.6787 -2.8359 -0.2529 0.7 1.0 -0.4
C 2.0672 3.1243 0.7920 -1.6 0.2 -0.2
H -6.6746 -3.8397 3.5462 0.7 0.1 -0.1
H -0.0418 -4.9199 -6.0975 -0.4 -0.1 0.0
H -5.2183 1.4146 1.2342 -0.6 -0.7 0.0
H 7.7758 3.8043 1.2440 -0.5 -0.1 0.2
H -1.7994 -6.8017 -5.6933 0.1 0.7 -0.4
H 5.4151 -3.7432 -2.6944 -0.5 0.0 -0.3
H 5.5410 5.4466 0.0013 -0.5 -0.3 0.1
H -0.2608 8.1010 -2.7240 -0.5 -0.1 0.1
C 2.6426 2.4195 7.1297 0.1 -0.6 -0.5
H 6.5803 -1.8806 -1.5849 0.0 -0.2 0.1
H 0.7056 -5.2999 3.3206 -0.1 -0.2 0.0
H -4.9629 -1.9730 3.1022 0.1 -0.1 -0.2
C 4.1226 -2.2792 -0.5833 0.5 0.2 -0.1
H 3.2364 2.1214 6.2315 -0.8 0.1 0.4
C 2.6778 -0.1939 -5.0739 -0.5 0.3 0.0
C 0.7054 -0.9719 0.8176 -0.2 0.3 -1.1
H 2.0101 0.3043 -1.3785 -0.6 -0.6 0.2
H -8.5520 -3.4432 -0.4397 -0.4 0.3 -0.2
N 1.6222 0.1913 8.0697 -0.1 0.5 -0.1
H -0.0558 3.5124 1.2875 -0.4 0.0 0.1
O -2.6677 0.9889 -5.2535 0.3 0.4 0.3
H 1.4517 1.3942 -4.2653 -0.3 0.4 -0.4
H -4.9619 1.2879 -0.5774 -0.4 -0.4 0.3
H -7.9981 -0.5672 -0.2853 -0.5 0.0 0.1
H -4.8147 0.3086 -2.9446 0.3 -0.1 0.2
H 4.3505 5.1536 -2.7986 -0.3 0.2 -0.2
C -3.0744 0.6097 3.0967 -1.2 0.1 1.0
C -0.3377 -1.2313 5.3666 -0.6 -0.6 0.9
H -1.9733 -7.4433 -3.6896 0.6 -0.2 0.0
C 7.3465 3.1571 0.4793 0.6 -0.7 -1.5
C -4.0879 5.2866 -2.6897 0.4 1.0 -0.4
N -1.9455 -4.4990 -3.4075 -0.6 -0.1 1.4
C -5.4994 -2.2740 -0.9213 0.5 0.0 0.4
H -4.9332 3.9892 -1.3510 0.1 -0.4 0.1
H 0.9077 -2.0171 -1.0695 -0.1 -0.1 0.1
N 3.0531 -5.3411 -1.5417 0.6 -0.3 -0.5
C 4.3921 -0.9739 3.7489 0.4 -1.7 0.7
C -1.1972 7.9062 -0.7545 -0.8 1.6 -1.0
H 0.3305 -1.8001 1.4178 -0.1 0.1 0.1
H 5.4232 0.7292 4.6361 0.2 0.2 -0.2
C 1.1833 -5.4257 0.2801 0.5 0.4 -0.2
H -6.0641 5.1677 -1.8807 0.2 0.1 -0.5
H 4.5667 -3.1260 4.4029 -0.1 0.2 -0.1
H 7.5180 0.8875 -1.0573 -0.5 -0.3 0.2
H 2.2132 2.9383 -0.2740 -0.2 -0.1 0.1
H 7.1740 -2.2428 -3.1774 0.1 0.0 -0.4
C -4.2727 -5.0582 -2.6934 2.3 -0.1 -1.6
C 0.9192 0.0742 -1.4635 0.6 0.5 0.5
C -0.3640 6.0632 -2.2327 0.4 -0.8 -1.9
C -0.6560 -4.8332 -4.0560 -0.1 1.6 0.7
C 5.0657 -0.2492 4.9375 -0.2 0.1 -0.7
H 4.4437 -0.0524 5.8030 -0.7 -0.2 0.0
H -1.8783 7.2169 -0.2713 -0.2 0.0 0.3
H -2.3265 -5.7785 -7.0129 0.1 0.4 0.1
C -2.5896 1.3739 1.9604 0.6 0.2 -0.4
H -5.0842 -5.6768 -2.9811 -0.9 -0.9 0.1
C 2.2534 -5.4943 -0.7393 -1.0 0.1 0.6
H 1.4191 -3.6742 3.3174 -0.7 -0.4 -0.1
H 3.5713 -0.4071 3.3554 -0.2 0.5 -0.1
H -4.5901 2.6741 0.3393 0.7 0.8 0.0
H 0.3871 -4.8570 -0.2186 -0.1 0.0 0.3
C -4.6988 -2.9043 3.6131 -0.6 1.3 0.7
C 0.0287 -6.0932 -3.5826 -0.4 0.0 -0.2
H -0.3073 5.6775 -3.2829 -0.4 0.1 0.7
H 2.5197 0.7223 -7.0473 0.1 -0.8 0.0
H -0.0984 -3.9953 2.3687 0.6 -0.2 0.3
H -3.2126 -0.0932 0.4956 0.0 -0.3 -0.1
H -0.2705 7.9487 -0.1831 0.0 0.0 -0.1
H 1.0102 3.2595 5.9456 0.1 -0.4 -0.3
H 2.0766 -1.0708 -6.9396 0.4 -0.1 -0.5
H -2.7049 -2.3248 3.7836 0.5 0.5 0.4
C 2.9693 2.3160 1.6479 0.0 -1.2 1.2
H 0.0698 3.3200 8.2293 0.0 0.0 0.3
H -4.2087 -6.1213 -5.2462 0.4 -0.2 -0.4
H 6.3902 3.5109 0.0736 0.4 0.3 0.3
H 1.3610 4.4520 8.7434 -0.3 -0.2 -0.3
H 2.2329 -3.7387 1.1867 0.0 0.0 -0.2
C 7.1271 1.6974 0.9105 0.9 0.1 -1.0
H -3.5665 -7.5108 -3.1737 -0.3 -0.1 0.6
H 0.7691 -6.4282 0.4682 0.3 0.3 0.2
H -1.6816 8.9397 -0.7896 0.6 -1.3 0.4
C 6.3064 -1.8892 -2.6402 0.0 1.4 0.4
C 2.0262 1.2006 7.6874 0.4 -0.3 -0.1
C -2.9974 -5.5209 -3.5833 -1.0 0.6 0.5
C 5.3402 5.7218 -1.0378 0.6 -0.9 0.4
H -4.5550 -4.0620 -2.9984 0.2 0.6 0.1
C 5.0909 -2.7101 -2.8859 0.5 -1.5 -0.4
H 6.4064 1.7194 1.6794 -1.1 -0.4 0.9
H 8.0971 3.1993 -0.3576 -0.7 -0.1 0.5
C -2.7214 -0.7518 8.4409 -0.2 -0.9 0.6
H 3.6915 -0.5977 -5.2095 0.0 0.7 0.5
H -3.1880 -0.5628 -2.8225 -0.7 0.6 -0.4
N -3.3491 5.5627 -3.5405 -0.9 -0.6 1.0
O 0.8142 2.2824 2.6825 0.0 -0.1 0.2
H 4.4136 7.3932 -2.0647 0.1 -0.2 0.4
N 7.0469 -1.6256 5.8842 0.0 0.0 -0.1
H 0.1394 4.9335 7.5395 0.3 -0.1 -0.1
H 0.1863 1.8079 0.7841 0.2 0.3 -0.1
C -2.6593 -6.9239 -3.0567 -0.8 0.5 -0.5
C 0.3060 -3.6387 -3.7230 0.2 -1.2 -1.3
C 0.8713 -4.4230 2.7056 0.1 1.0 -0.5
H 1.7952 -0.8500 0.9589 -0.4 -0.1 0.0
N -3.3332 -0.9995 9.3879 0.3 0.3 -0.6
C 4.5662 7.0174 -1.0332 0.7 1.3 -0.9
H 0.6793 0.0576 -2.5205 -0.2 -0.4 -0.2
H -1.5408 1.1267 1.9472 0.6 0.0 -0.1
C 0.7546 4.0983 7.8903 0.5 -0.5 0.3
C -6.4192 -3.4126 -0.9323 -1.5 -1.2 -0.9
H 1.1849 -3.8146 -4.3806 -0.5 0.6 0.0
C -5.6213 -4.0213 3.2404 -1.0 -0.9 0.0
H 0.7520 -3.6840 -2.7393 -0.5 0.0 0.6
H -1.3572 -3.7793 -5.7381 0.1 0.2 -0.1
N 4.4298 -2.1325 0.5244 -0.5 -0.1 -1.0
H -1.9491 7.3854 -2.7876 1.0 0.4 0.6
O -4.4259 -0.3642 -5.5018 -0.2 0.0 -0.2
H -2.4995 1.3747 -0.1170 0.4 0.1 -0.5
C 3.3606 2.1995 -4.7446 -0.8 0.5 0.1
C -4.8228 5.8250 -0.2945 0.8 -0.1 1.2
H -1.2324 0.3088 7.5296 0.3 0.2 0.2
H -6.0532 -4.3000 -0.4449 0.5 -0.2 0.1
H -6.5995 -3.7120 -2.0197 0.0 0.5 1.3
H 4.7578 -2.6252 -3.9285 0.2 -0.2 0.1
H 5.0979 7.8295 -0.5095 -0.2 -0.4 0.0
C -0.9646 5.0690 -1.3892 -0.8 0.3 -0.3
H -2.4685 -0.1231 6.4668 -0.9 0.3 -0.5
H -0.2598 -1.8437 7.4835 -0.7 -0.4 -0.8
N 4.3590 1.3373 -1.3027 0.3 -0.2 0.1
C 3.8856 -2.4240 -2.0520 -1.5 1.9 0.7
H 0.1932 -0.0333 1.0224 0.0 -0.1 0.9
H -1.1133 -0.9022 4.6861 0.0 0.1 -0.4
H -3.9819 -5.1227 -1.6436 -0.4 0.0 -0.2
C 6.1784 -1.0148 5.4475 0.7 -0.3 0.3
C 3.8112 -2.3680 4.1807 0.5 1.6 -0.2
H 3.8527 2.8586 1.9460 0.3 0.1 0.3
H 1.0059 0.1638 -6.4153 -0.2 0.1 0.2
H 3.1423 -3.1773 -2.2096 -0.3 -0.7 0.1
C 1.8004 -4.6808 1.5126 -0.2 -1.3 0.2
C 1.6477 3.5196 6.7814 0.7 2.0 -0.4
O -1.8015 -4.3777 -1.9775 0.6 0.5 0.1
H 2.6258 -5.3220 1.8827 -0.2 0.5 -0.3
C -0.9873 7.4486 -2.2089 -0.2 -0.1 0.2
C 6.7425 0.7510 -0.2793 -0.8 0.5 0.2
C 0.6055 2.6618 1.3170 1.8 1.1 -0.7
C -3.3269 -5.4857 -5.0941 -0.6 0.6 1.0
H 8.0379 1.3006 1.3529 0.1 -0.1 0.0
H 6.3581 5.9151 -1.3629 0.0 0.1 -0.6
H -3.6707 -4.4620 -5.2526 -0.1 0.1 -0.3
Co -2.1664 -2.7458 -1.0480 0.7 -0.5 -0.1
H -7.8921 -1.3592 -1.9143 -0.4 0.0 0.3
H 0.2381 -2.0509 4.9422 -0.4 -0.4 -0.1
H -1.6889 -2.4811 6.5273 -0.1 -0.8 0.0
H 3.4224 2.7805 7.7881 -0.1 0.1 0.6
C -3.7651 0.3032 -3.2451 1.1 0.2 -0.7
O -4.2999 -2.2887 -0.8847 1.2 0.2 -0.3
C -1.0471 -1.6430 6.7098 2.0 0.5 0.4
```
Forces are in eV/Å.